[1]
The following is a quantum chemistry calculation of a molecular structure, C31H34IN5O2STl, from OMol25.

Atoms and positions in Å:
Tl 4.62230 -13.50396 12.97085
N 5.48673 -12.02831 16.84863
N 5.77642 -10.94268 16.17557
C 4.69015 -10.28133 15.70203
N 5.01030 -9.05599 15.18232
S 3.22078 -10.98484 15.62428
H 4.51799 -12.35723 16.92756
H 6.11328 -12.22421 17.61578
H 7.40850 -11.30829 14.78957
H 5.94419 -8.91376 14.73866
H 4.22814 -8.68768 14.64265
C 2.83034 -16.75581 16.48379
C 3.47800 -17.94252 16.08794
C 4.18939 -17.96917 14.90830
C 4.07906 -16.86890 13.96656
N 3.36882 -15.77742 14.34653
C 2.81914 -15.67050 15.55341
C 4.72652 -16.77729 12.63281
C 5.39016 -17.88754 12.07377
C 5.91607 -17.81033 10.77121
C 5.97292 -16.59331 10.10147
C 5.38112 -15.51101 10.71008
C 4.85283 -15.57908 11.96817
H 2.34578 -16.67521 17.46859
H 3.37991 -18.83380 16.73513
H 4.82653 -18.79069 14.58908
H 2.42585 -14.66813 15.72943
H 5.45266 -18.88051 12.62537
H 6.21523 -18.70134 10.28202
H 6.43094 -16.40336 9.10468
H 5.33204 -14.52073 10.29218
I 12.76405 -10.31455 9.09375
C 11.37713 -10.77742 10.53842
C 10.88179 -9.78780 11.42602
C 9.86519 -10.12199 12.30505
C 9.38398 -11.40206 12.32573
C 9.79516 -12.34918 11.38929
C 10.79076 -12.07688 10.45298
C 8.27250 -11.81703 13.20818
O 8.27558 -11.09998 14.40126
O 7.45603 -12.68617 12.90272
H 11.19512 -8.74275 11.34712
H 9.53157 -9.37030 13.00464
H 9.31510 -13.36599 11.44704
H 11.11430 -12.86015 9.75878
C -0.14615 -13.06025 10.34143
C 0.71634 -11.80735 9.97752
C 0.99111 -10.92011 11.17000
C 1.93390 -12.22079 9.17724
C 1.78273 -12.76565 7.91683
C 2.79526 -12.62912 6.97831
C 3.97518 -11.97405 7.37956
C 4.25349 -11.56885 8.64607
C 5.43936 -10.72466 8.93551
C 6.76915 -11.55061 8.99148
C 5.23148 -9.96237 10.21535
C 3.30672 -12.02761 9.68686
N 3.70246 -12.33513 10.85915
H -0.97447 -12.78091 10.97796
H 0.50516 -13.84315 10.89548
H -0.58084 -13.58423 9.45552
H 0.15356 -11.21123 9.28233
H 1.53961 -11.35066 12.04587
H 0.05515 -10.48740 11.53485
H 1.60211 -10.03536 10.84894
H 0.80054 -13.13823 7.64881
H 2.74309 -12.90749 5.96778
H 4.69970 -11.81645 6.58535
H 5.41538 -10.09276 8.04468
H 6.79582 -12.16310 9.93561
H 7.68333 -10.94720 8.95520
H 6.82671 -12.24740 8.14255
H 5.25334 -10.67183 11.07806
H 4.23204 -9.46350 10.26589
H 5.99510 -9.19263 10.34874

Atomic forces in eV per Å
Tl -0.8 0.8 0.2
N 0.4 -1.0 0.6
N 0.1 0.5 0.7
C 1.1 -0.4 -0.7
N 0.1 0.7 -1.1
S -1.4 0.1 0.0
H 0.1 0.4 -0.2
H 0.2 -0.2 -0.4
H -0.2 0.1 0.6
H -1.2 -0.4 0.8
H 0.5 0.0 0.1
C -0.2 0.8 -0.8
C -0.4 0.3 0.7
C 0.1 1.0 -2.1
C -0.5 0.1 2.2
N 0.4 -0.5 -0.3
C 0.6 -1.4 0.5
C 1.4 -1.5 0.4
C -0.5 -1.2 -0.2
C -0.1 0.3 0.9
C -0.2 0.3 -1.0
C 0.6 0.4 0.0
C -1.4 1.1 0.8
H 0.2 0.0 -0.6
H 0.4 0.6 -0.4
H -0.4 -0.1 0.4
H -0.2 -0.4 0.4
H -0.3 1.2 -0.9
H 0.7 -0.7 -0.2
H -0.4 -0.8 0.7
H 0.4 0.2 -0.8
I 0.5 0.3 -0.3
C -1.5 -0.5 0.1
C 0.3 -0.6 -1.2
C 0.9 0.6 0.3
C -0.6 -1.0 -0.5
C -0.1 -1.3 -0.2
C 0.1 1.1 1.2
C -1.1 -0.6 0.6
O -0.6 -1.1 -1.8
O 1.9 1.8 1.0
H 0.2 -0.5 0.1
H -0.3 -0.1 0.0
H 0.5 1.2 -0.2
H 0.0 0.6 0.2
C 1.2 -1.1 0.2
C 0.2 -1.9 0.3
C 0.9 1.1 0.8
C 0.3 -0.1 0.5
C -0.7 0.5 -0.1
C 0.7 0.2 1.5
C 0.4 0.0 -1.0
C -1.1 -1.1 0.0
C 0.7 -0.8 -0.1
C -0.4 -0.5 0.4
C -0.4 0.6 1.2
C 0.5 0.5 -0.3
N -0.3 -0.6 0.8
H -0.3 0.1 0.3
H -1.0 1.4 -0.8
H 0.5 0.5 0.5
H -0.6 0.4 -0.4
H -0.5 0.0 -1.0
H -0.1 -0.1 0.0
H -0.3 -0.7 0.2
H -0.1 0.0 -0.3
H -0.4 -0.6 -1.1
H 0.2 0.3 0.0
H 0.7 0.5 0.2
H -0.1 0.6 -0.8
H -0.2 0.2 0.1
H -0.1 0.1 0.2
H 0.0 0.6 -0.7
H 0.7 -0.3 -0.2
H 0.1 0.1 0.0

As for the total charge: -1. Its LUMO energy (alpha / beta) is 1.84 / 0.92 eV. The calculation puts the energy above the lowest of the compared OMol25 structures with the same formula, charge and spin at 17.1 kcal/mol. Its HOMO energy (alpha / beta) is -2.99 / -3.13 eV. The calculation puts the HOMO-LUMO gap (alpha / beta) at 4.8 / 4.1 eV.

[2]
The following is a quantum chemistry calculation of a molecular structure, C31H34KN2O2Se4Te, from OMol25.

Atoms and positions in Å:
K 0.82601 -0.07794 -0.05169
O -0.61559 -1.66757 0.84797
C -1.88078 -1.49991 0.22389
C -2.93444 -0.88037 1.13848
C -2.48349 0.39689 1.86790
C -2.30168 1.58322 0.96302
C -3.28805 2.55901 0.82362
C -3.06289 3.64199 -0.00979
C -1.85967 3.73130 -0.69223
C -0.93917 2.71284 -0.51451
N -1.14924 1.66760 0.28696
H -0.71066 -2.02580 1.77586
H -2.25616 -2.46382 -0.14050
H -1.71959 -0.87064 -0.65947
H -3.20908 -1.61054 1.90336
H -3.82710 -0.67687 0.53228
H -1.54059 0.19460 2.37878
H -3.22158 0.64052 2.63535
H -4.21674 2.46465 1.37387
H -3.81952 4.40784 -0.12845
H -1.64458 4.55738 -1.35730
H 0.00706 2.72309 -1.05246
Se -0.29124 -2.04922 3.95832
Se 0.88805 -0.03702 3.81613
Se 3.10823 -0.40802 3.14391
Se 3.47371 0.86009 1.22831
C 7.49096 -1.74686 -5.97970
C 6.13005 -1.47216 -5.38711
C 5.73486 -2.06217 -4.19293
C 4.48267 -1.81846 -3.62558
C 4.15914 -2.46550 -2.29572
C 3.58741 -0.96688 -4.29591
Te 1.64024 -0.39032 -3.23720
N -0.40868 0.13552 -2.92914
C -1.07579 0.52494 -4.00887
O -0.69644 0.65779 -5.20339
C -2.55060 0.83595 -3.75184
C -3.08077 0.93835 -2.46818
C -4.42717 1.22843 -2.27574
C -5.26449 1.41227 -3.36956
C -4.74275 1.30784 -4.65510
C -3.39450 1.02542 -4.84146
C 0.93410 -2.38124 -3.52168
C 0.61703 -3.08642 -2.35806
C 0.12828 -4.38448 -2.40540
C -0.05090 -4.99581 -3.63618
C 0.23789 -4.29333 -4.79796
C 0.71858 -2.98228 -4.77346
C 0.93726 -2.26711 -6.08207
C 3.98287 -0.33802 -5.48182
C 3.10013 0.64917 -6.22421
C 5.24396 -0.60945 -6.01542
H 8.08156 -2.38631 -5.32163
H 8.04705 -0.81882 -6.13568
H 7.40856 -2.24570 -6.94859
H 6.42574 -2.72283 -3.67523
H 4.97658 -3.11424 -1.97553
H 3.25047 -3.06775 -2.35466
H 4.00691 -1.71266 -1.51616
H -2.42415 0.79079 -1.62142
H -4.81876 1.31182 -1.26728
H -6.31365 1.64223 -3.22156
H -5.39242 1.44418 -5.51189
H -2.96048 0.94991 -5.82956
H 0.75764 -2.62186 -1.38864
H -0.10633 -4.90634 -1.48421
H -0.42575 -6.01212 -3.69478
H 0.06964 -4.76389 -5.76168
H 0.42798 -2.79562 -6.88992
H 1.99955 -2.21401 -6.32363
H 0.54614 -1.24920 -6.02996
H 2.10953 0.73643 -5.78315
H 2.98118 0.35088 -7.27036
H 3.55844 1.64276 -6.22051
H 5.53979 -0.12446 -6.94458

Atomic forces in eV per Å
K 0.8 0.6 -0.1
O -1.1 -0.9 0.2
C 0.1 0.0 0.1
C 0.0 0.1 0.0
C 0.0 0.0 -0.1
C 0.1 0.0 0.0
C 0.0 0.1 0.0
C 0.0 0.0 0.0
C 0.0 0.0 0.0
C 0.0 -0.1 0.1
N -0.2 0.4 0.0
H 0.2 0.2 -0.1
H 0.0 0.0 -0.1
H 0.0 -0.1 0.0
H 0.0 0.0 0.0
H 0.0 0.0 0.0
H 0.0 0.0 0.0
H 0.0 0.0 0.0
H 0.0 0.0 0.0
H 0.0 0.0 0.0
H 0.0 0.0 0.0
H -0.1 0.0 0.1
Se 0.0 -0.2 0.1
Se -0.2 0.3 0.1
Se 0.1 -0.3 0.1
Se 0.3 0.2 -0.2
C 0.0 0.0 0.0
C 0.0 0.0 0.0
C -0.1 0.0 0.0
C 0.0 0.0 0.0
C 0.0 0.1 -0.1
C 0.0 0.2 0.2
Te 0.4 -0.4 -0.4
N -0.4 0.4 -0.5
C 0.1 -0.1 -0.1
O 0.1 -0.1 0.5
C -0.1 0.0 0.2
C -0.1 0.0 0.0
C 0.0 -0.1 -0.1
C 0.1 0.0 0.0
C 0.1 0.0 0.1
C -0.1 0.0 0.0
C -0.1 -0.2 0.0
C 0.1 0.0 -0.1
C 0.0 0.0 0.0
C 0.0 0.0 0.0
C 0.0 0.0 0.1
C -0.1 0.0 0.1
C 0.0 0.0 0.2
C -0.2 0.0 0.0
C 0.1 -0.1 0.0
C 0.0 0.0 0.0
H 0.0 0.0 0.0
H 0.0 0.0 0.0
H 0.0 0.0 0.0
H 0.0 0.0 0.0
H 0.0 0.0 0.0
H 0.1 0.0 0.0
H 0.0 0.0 0.0
H -0.1 0.0 -0.1
H 0.0 0.0 -0.1
H 0.0 0.0 0.0
H 0.0 0.0 0.0
H 0.0 0.0 0.0
H 0.0 0.0 0.0
H 0.0 0.0 0.0
H 0.0 0.0 0.0
H 0.0 0.0 0.0
H 0.0 0.0 0.0
H 0.1 0.0 0.0
H 0.0 0.0 0.0
H -0.1 0.0 0.0
H 0.0 0.0 0.0
H 0.0 0.0 0.0
H 0.0 0.0 0.0

As for the expectation value of S²: 0.766. As for the total charge: -2. Its LUMO energy (alpha / beta) is 3.91 / 3.88 eV. The calculation puts the energy above the lowest of the compared OMol25 structures with the same formula, charge and spin at 7.5 kcal/mol. As for the multiplicity: 2. Its HOMO energy (alpha / beta) is -0.87 / -0.86 eV. The calculation puts the HOMO-LUMO gap (alpha / beta) at 4.8 / 4.7 eV.